30
Properties=species:S:1:pos:R:3:forces:R:3 method="wB97M-V/def2-TZVPD" charge=+1 energy_ev=-14084.4562 molar_mass_da=168.26 de_lowest_kj_mol=389.82
N 2.032 -0.185 -0.206 -0.3828 -0.0011 -0.0426
N -1.740 0.138 -1.223 -1.8724 -0.3046 0.3973
N 1.255 1.290 1.651 0.8997 2.3581 -0.8151
C -0.426 0.523 -1.350 0.8090 -0.7772 2.5625
C 0.480 -0.437 0.055 1.5481 1.1673 -1.6240
C -0.784 -2.461 0.716 0.1495 2.7088 2.9230
C 0.168 0.084 -2.620 2.6115 3.1849 -0.4465
C 0.260 0.271 1.426 -0.2586 -1.1989 1.2034
C -1.133 0.790 1.658 1.6664 1.2397 -2.6078
C -1.999 0.453 2.561 -0.3763 1.0809 1.3145
C 0.080 -1.862 -0.105 -0.7838 0.4411 0.2044
C 0.947 0.913 -3.416 -1.5896 -0.4942 2.2815
H 1.149 0.693 -4.432 0.7067 -0.7156 -0.6545
H -1.317 1.627 0.922 -0.2319 -0.6575 1.1101
H 1.888 1.127 2.450 -1.0293 0.7209 -0.4989
H 2.085 0.693 0.522 0.3090 -0.9054 -0.4967
H -0.470 1.566 -1.125 1.2084 0.8870 0.0760
H 0.553 -0.359 2.265 -0.7028 -1.1683 -0.2274
H 0.098 -0.964 -2.657 -0.4703 -1.2351 -1.4970
H -1.803 -0.867 -1.317 -0.8572 0.0201 0.2423
H 2.815 -0.923 -0.064 -2.0973 1.3721 -0.3649
H 1.313 1.927 -3.095 -1.0583 -0.9496 -0.2125
H -1.032 -3.410 0.477 -1.0935 -2.9666 -0.6940
H 2.027 0.230 -1.151 0.6857 -0.6290 0.1351
H 0.252 -2.418 -1.059 0.4235 0.7068 0.8390
H -2.273 0.549 -0.415 0.8663 -1.0526 -1.3887
H -2.789 1.171 2.683 -0.8264 -0.4013 0.0951
H -1.237 -2.115 1.763 1.3298 -0.3557 -2.6281
H 0.984 2.287 1.441 0.5139 -1.5149 0.7875
H -1.782 -0.213 3.373 -0.0971 -0.5602 0.0271


39
Properties=species:S:1:pos:R:3:forces:R:3 method="wB97M-V/def2-TZVPD" charge=-1 energy_ev=-35508.2601 molar_mass_da=357.18 de_lowest_kj_mol=57.16
In 1.934 2.568 -1.521 -1.3454 0.5272 -0.7060
S 5.257 0.554 -2.330 -0.5966 0.0061 1.2954
F -1.390 2.529 -2.808 0.3054 -0.4463 -0.1913
O -1.466 0.297 2.286 0.0216 0.0909 -0.3151
O -1.158 -1.659 -2.033 0.3356 -0.1700 -0.1078
N 1.658 4.672 -1.129 -0.1298 -0.4424 -0.2605
N 3.585 1.735 -0.359 1.3786 -1.5777 -0.8131
C -0.023 1.467 -1.129 -0.1216 0.3943 -0.4629
C -0.705 1.314 -2.537 1.0568 0.0884 1.2420
C -1.307 -2.822 0.067 0.2200 0.0978 0.2023
C -1.314 -4.061 -2.120 0.1664 -0.1179 -0.1856
C -0.195 0.600 2.861 -0.1722 -0.2278 0.4828
C 4.301 1.121 -1.102 -0.2726 1.2755 -0.2682
C -0.382 1.549 4.035 -0.0023 0.2288 -0.0275
C -0.780 -2.855 -1.360 -0.6887 -0.1018 0.1051
C 0.488 -0.689 3.291 0.1339 -0.1129 -0.1379
H 1.473 -0.491 3.719 -0.0235 -0.0290 -0.0072
H -0.924 -1.948 0.597 -0.0154 -0.0234 -0.0520
H 0.311 -2.884 -1.348 -0.0296 0.1818 -0.0977
H -2.406 -4.026 -2.183 0.0040 0.0070 0.1360
H 0.401 1.088 2.087 -0.1927 -0.0462 -0.1156
H 2.404 2.328 -3.252 -0.0302 0.0106 0.5381
H -1.016 1.094 4.804 0.0901 -0.1020 0.0053
H -1.450 0.502 -2.584 0.3600 0.4853 -0.1241
H -1.999 -0.135 2.962 0.0443 0.0114 0.0278
H 1.771 5.087 -2.060 0.0282 0.0050 0.3130
H 0.606 -1.362 2.440 0.0602 0.0866 -0.0018
H -2.399 -2.746 0.075 0.0038 -0.0923 -0.0688
H -0.117 -1.218 4.035 0.0023 0.1096 0.0735
H -1.016 -3.720 0.617 -0.0391 0.0015 -0.0053
H -0.722 2.088 -0.515 0.5509 -0.6813 -0.1782
H -1.023 -4.995 -1.635 -0.0409 0.0057 -0.0165
H -0.881 2.464 3.711 0.0835 -0.0185 -0.0467
H -0.936 -4.066 -3.144 0.0526 0.0015 0.0588
H 0.187 0.489 -0.643 -0.4213 0.5330 -0.3661
H -2.120 -1.618 -2.051 0.0148 -0.0078 0.0630
H 0.651 4.750 -0.956 0.2896 0.0425 0.0206
H 0.576 1.814 4.485 -0.0349 -0.0031 0.0093
H 0.126 1.186 -3.271 -1.0458 0.0098 -0.0171